Computed, not measured: a molecular structure, C72H180F8N14O28S8, with the ωB97M-V functional and the def2-TZVPD basis.

Results
* HOMO level: -14.506 eV
* E: -264150.83607 eV
* charge: +4
* max |F|: 0.0829 hartree/bohr
* LUMO level: -5.1 eV

CARTESIAN COORDINATES (ANGSTROEM)
1 C 4.36953 5.97462 10.06332
2 C 4.80909 4.59915 9.68600
3 N 4.43435 3.47256 10.65337
4 C 2.94351 3.41575 10.48463
5 C 5.06572 2.10993 10.34720
6 C 5.09018 1.66982 8.86946
7 C 4.79366 3.91768 12.06733
8 C 6.26766 4.25245 12.37228
9 O 7.06637 3.12007 12.47670
10 C 7.25550 2.82724 13.82178
11 H 4.62362 6.50012 10.94838
12 H 3.20924 5.94415 10.13888
13 H 4.61863 6.62543 9.25989
14 H 5.91409 4.49057 9.61653
15 H 4.38141 4.44299 8.69145
16 H 2.68349 2.67205 9.70360
17 H 2.44695 4.30024 10.16403
18 H 2.50298 2.96382 11.34878
19 H 4.51117 1.42377 10.99856
20 H 6.12835 2.17310 10.64967
21 H 5.60144 2.38468 8.21005
22 H 4.11649 1.37181 8.40859
23 H 5.73001 0.79707 8.78010
24 H 4.49256 3.04596 12.69829
25 H 4.21444 4.84527 12.30837
26 H 6.21373 4.78164 13.35562
27 H 6.71937 4.93938 11.69323
28 H 6.34912 2.27920 14.24392
29 H 7.39385 3.66720 14.47483
30 H 8.09706 2.11382 13.95304
31 C 6.78306 -2.00608 2.34104
32 C 5.95991 -0.89610 2.95438
33 N 6.45634 0.55710 3.00171
34 C 7.84364 0.45423 3.68348
35 C 6.67568 1.15202 1.61478
36 C 5.46525 0.92286 0.66215
37 C 5.52573 1.42239 3.79715
38 C 5.47228 1.24174 5.36321
39 O 5.35792 -0.05283 5.82295
40 C 3.96663 -0.52639 5.73644
41 H 6.99693 -1.91411 1.25695
42 H 6.15601 -2.88160 2.51783
43 H 7.77955 -2.14601 2.77444
44 H 5.80083 -1.24535 4.00857
45 H 4.94615 -0.88657 2.48759
46 H 7.88515 -0.30514 4.48908
47 H 8.24319 1.43859 3.99277
48 H 8.51698 0.01265 2.98229
49 H 7.57178 0.63770 1.21811
50 H 6.91983 2.17530 1.73409
51 H 5.18241 -0.09769 0.60020
52 H 5.63553 1.37135 -0.25051
53 H 4.62117 1.48450 1.06574
54 H 4.56307 1.29963 3.30846
55 H 5.77038 2.46293 3.60583
56 H 4.77456 1.95652 5.71055
57 H 6.42957 1.60122 5.81624
58 H 3.77214 -0.80964 4.67293
59 H 3.33410 0.29983 6.03631
60 H 3.88659 -1.42079 6.41585
61 C -0.64950 7.69924 7.16334
62 C -0.97986 7.36178 5.71934
63 N -2.30348 6.72793 5.53347
64 C -3.28440 7.77878 5.96570
65 C -2.64269 6.42709 4.08728
66 C -1.60054 5.43636 3.50224
67 C -2.57159 5.44938 6.29687
68 C -4.01516 4.83663 6.35539
69 O -3.81341 3.78379 7.29126
70 C -5.06878 3.09279 7.74945
71 H -1.35305 8.41749 7.68206
72 H 0.34945 8.08943 7.19634
73 H -0.68905 6.79188 7.72714
74 H -0.16444 6.71736 5.35624
75 H -0.97102 8.34606 5.17755
76 H -2.93174 8.76956 5.60156
77 H -3.44303 7.78412 7.07896
78 H -4.19741 7.49687 5.48303
79 H -2.72114 7.37592 3.56043
80 H -3.64484 5.97615 3.97826
81 H -0.74705 6.02514 3.23137
82 H -2.04414 5.00043 2.59508
83 H -1.35590 4.59829 4.09845
84 H -2.32665 5.62983 7.35868
85 H -1.84284 4.72134 5.90632
86 H -4.41368 4.47772 5.42107
87 H -4.73340 5.58194 6.72621
88 H -4.84525 2.60519 8.71559
89 H -5.42262 2.47833 6.92087
90 H -5.85492 3.80425 7.85429
91 C -1.56790 -9.31121 -5.54071
92 C -2.39806 -10.42107 -5.07024
93 N -3.84800 -10.44882 -5.60191
94 C -3.84019 -10.30998 -7.08656
95 C -4.40433 -11.85878 -5.15369
96 C -5.88522 -11.91567 -5.31793
97 C -4.53336 -9.33524 -4.98829
98 C -4.29897 -9.02741 -3.46297
99 O -4.44768 -10.24094 -2.78183
100 C -4.81889 -10.17409 -1.36635
101 H -1.23797 -9.29697 -6.57281
102 H -0.67310 -9.21870 -4.90071
103 H -2.18839 -8.41084 -5.35252
104 H -2.59319 -10.39484 -3.97288
105 H -2.01137 -11.38030 -5.41984
106 H -3.37286 -11.18197 -7.57701
107 H -3.25898 -9.41859 -7.17231
108 H -4.83665 -10.11843 -7.44750
109 H -4.00123 -12.16940 -4.19358
110 H -3.90080 -12.52410 -5.82754
111 H -6.27727 -11.34097 -6.13882
112 H -6.40694 -11.56211 -4.49743
113 H -6.11730 -12.98685 -5.55779
114 H -5.59709 -9.40597 -5.26097
115 H -4.29515 -8.48353 -5.57499
116 H -5.02777 -8.27935 -3.07124
117 H -3.29667 -8.61074 -3.20741
118 H -5.72978 -9.60304 -1.36457
119 H -3.97674 -9.64398 -0.79061
120 H -4.82324 -11.22952 -1.05166
121 C -6.48336 1.40370 -2.63252
122 C -5.23873 0.59665 -2.33194
123 N -4.85521 -0.55610 -3.18766
124 C -5.05412 -0.11598 -4.58921
125 C -3.44639 -0.92545 -2.87744
126 C -2.38554 0.03261 -3.43718
127 C -5.77397 -1.72256 -2.98084
128 C -5.62399 -2.57882 -1.72370
129 O -6.29156 -2.00952 -0.68902
130 C -6.59375 -2.77770 0.39797
131 H -6.53760 1.89565 -1.64791
132 H -7.38020 0.78741 -2.66185
133 H -6.45621 2.11562 -3.45222
134 H -5.35018 0.26930 -1.35738
135 H -4.35352 1.31161 -2.40375
136 H -4.50476 0.85661 -4.82871
137 H -6.12272 0.04818 -4.65115
138 H -4.65632 -0.86330 -5.22759
139 H -3.29155 -1.96274 -3.30607
140 H -3.46690 -1.01524 -1.81991
141 H -1.46285 -0.53470 -3.32573
142 H -2.23545 0.98916 -2.87704
143 H -2.45940 0.21388 -4.50277
144 H -5.61455 -2.37665 -3.79749
145 H -6.74578 -1.18968 -3.06171
146 H -4.61748 -2.91701 -1.42998
147 H -6.07079 -3.52912 -2.01985
148 H -5.74103 -3.30029 0.81015
149 H -7.42679 -3.48778 0.29197
150 H -6.85407 -2.14220 1.26943
151 C -4.13331 6.52862 -5.34459
152 C -3.28975 7.81210 -5.62480
153 N -1.85295 7.53784 -6.11464
154 C -1.26511 8.90350 -6.19235
155 C -0.91136 6.71929 -5.16599
156 C -0.84696 7.19508 -3.73817
157 C -1.80078 6.86724 -7.43887
158 C -2.08981 7.84837 -8.59595
159 O -0.95991 8.58482 -8.97686
160 C -1.35864 9.21711 -10.21719
161 H -4.27372 6.06886 -6.30044
162 H -4.95290 6.87452 -4.79813
163 H -3.60048 5.88652 -4.60365
164 H -3.27327 8.44683 -4.79855
165 H -3.78316 8.39584 -6.42772
166 H -0.36817 8.91554 -6.77461
167 H -0.85861 9.26373 -5.24413
168 H -1.99159 9.55770 -6.57661
169 H 0.10753 6.74881 -5.57551
170 H -1.39259 5.76112 -5.25954
171 H -0.32008 8.01677 -3.36153
172 H -0.40597 6.29680 -3.21590
173 H -1.88100 7.17891 -3.30654
174 H -2.55584 6.09183 -7.36773
175 H -0.81274 6.44966 -7.57810
176 H -2.94806 8.51465 -8.38182
177 H -2.39641 7.23565 -9.46443
178 H -0.52205 9.84779 -10.46642
179 H -2.24314 9.85181 -10.01305
180 H -1.65797 8.57789 -11.03182
181 C -0.13341 -0.35669 -0.76818
182 C -0.13393 -0.25398 0.71556
183 N 0.76634 0.83063 1.24894
184 C 1.95995 1.10976 0.35258
185 C -0.16823 2.04243 1.20053
186 C 0.29788 3.46021 1.35475
187 C 1.37257 0.38527 2.57007
188 C 0.29476 0.10545 3.58510
189 O -0.26110 1.30105 4.08332
190 C -1.13640 0.97591 5.13806
191 H -0.95929 -1.02493 -1.06895
192 H 0.78687 -0.79206 -1.16842
193 H -0.38613 0.60718 -1.23290
194 H 0.36362 -1.13934 1.05966
195 H -1.15290 -0.23580 1.21518
196 H 2.45986 2.01437 0.73236
197 H 1.55914 1.24719 -0.71887
198 H 2.53595 0.17007 0.36764
199 H -0.95935 1.93759 1.97742
200 H -0.64479 1.90274 0.27277
201 H 1.07658 3.78866 0.65278
202 H 0.81281 3.58429 2.28166
203 H -0.56015 4.13343 1.32124
204 H 1.99045 1.16342 2.99930
205 H 1.96998 -0.48036 2.26707
206 H 0.86906 -0.38849 4.41718
207 H -0.54243 -0.57733 3.27711
208 H -0.61874 0.33746 5.85337
209 H -2.01789 0.48519 4.71283
210 H -1.51987 1.89892 5.57930
211 C 2.61681 -6.47102 -3.54452
212 C 1.77036 -6.91786 -2.41843
213 N 2.22730 -8.17014 -1.79436
214 C 2.35291 -9.18535 -2.86199
215 C 3.50705 -7.87580 -1.05785
216 C 4.22569 -9.02726 -0.35516
217 C 1.25992 -8.56085 -0.67617
218 C -0.11802 -8.77639 -1.20016
219 O -0.27724 -9.89798 -2.05272
220 C -0.31553 -11.13790 -1.24477
221 H 2.19733 -5.47512 -3.82267
222 H 2.50481 -7.01190 -4.44676
223 H 3.70441 -6.38120 -3.32675
224 H 0.81822 -7.09090 -2.80796
225 H 1.68706 -6.14677 -1.65746
226 H 1.49384 -9.21681 -3.53834
227 H 2.40595 -10.16142 -2.42942
228 H 3.27178 -8.98977 -3.41531
229 H 3.23672 -7.10924 -0.32217
230 H 4.14779 -7.38417 -1.82982
231 H 4.34727 -9.78033 -1.11334
232 H 3.52438 -9.45078 0.40621
233 H 5.20191 -8.63848 -0.00281
234 H 1.18680 -7.71959 0.02532
235 H 1.70512 -9.40744 -0.15812
236 H -0.48041 -7.90007 -1.71024
237 H -0.80183 -8.90103 -0.25685
238 H -0.90373 -10.86169 -0.35049
239 H 0.65608 -11.54176 -1.08879
240 H -0.79957 -11.88481 -1.88763
241 C 3.07943 3.08689 -4.82738
242 C 2.20341 1.82855 -4.83988
243 N 1.44046 1.52031 -6.10079
244 C 2.50974 1.13795 -7.17476
245 C 0.52569 0.41353 -5.71683
246 C 1.21698 -0.98468 -5.50434
247 C 0.58837 2.72125 -6.59540
248 C 0.30738 2.78855 -8.05266
249 O -0.03488 1.51390 -8.50751
250 C -0.45248 1.57398 -9.86465
251 H 2.57963 4.02332 -4.85445
252 H 3.83992 2.99961 -5.61629
253 H 3.61429 3.04283 -3.85797
254 H 1.32555 1.95050 -4.18147
255 H 2.85021 1.03143 -4.63558
256 H 3.24480 0.53952 -6.65887
257 H 2.79908 2.03088 -7.72796
258 H 2.03655 0.48436 -7.92508
259 H -0.23313 0.31281 -6.53754
260 H -0.06271 0.71043 -4.90121
261 H 1.79920 -1.45620 -6.31570
262 H 0.34795 -1.63012 -5.34957
263 H 1.83058 -0.97780 -4.58046
264 H 1.11539 3.57612 -6.20015
265 H -0.34286 2.70154 -6.00302
266 H 1.19850 3.14131 -8.60232
267 H -0.56657 3.48129 -8.26327
268 H -1.36898 2.20884 -10.00111
269 H -0.59135 0.45580 -10.19492
270 H 0.33621 1.97953 -10.51735
271 N -2.49882 -4.17426 -4.73477
272 S -3.73723 -5.00317 -5.05450
273 O -4.86384 -4.45002 -4.40663
274 O -3.51082 -6.37799 -5.15207
275 F -3.95395 -4.50997 -6.55459
276 S -1.32665 -4.40757 -3.73983
277 O -1.31336 -5.73812 -3.27198
278 O -1.15573 -3.32181 -2.87846
279 F -0.00991 -4.41966 -4.70012
280 N -4.47987 2.14537 1.53949
281 S -3.58427 0.82119 1.14840
282 O -2.76225 0.23851 2.23562
283 O -3.07382 1.11237 -0.15382
284 F -4.71420 -0.28120 0.98718
285 S -4.48819 2.90118 2.93157
286 O -5.33586 4.06359 2.75008
287 O -3.23809 3.10518 3.56675
288 F -5.22411 1.97438 3.92137
289 N 1.99291 3.67156 4.61269
290 S 1.89804 3.92232 6.19902
291 O 2.01834 5.27637 6.53478
292 O 2.60420 3.04634 7.02448
293 F 0.46772 3.53070 6.47694
294 S 3.28931 4.19148 3.91266
295 O 3.42483 3.51021 2.66130
296 O 4.41455 4.33047 4.75713
297 F 2.93166 5.70200 3.55710
298 N 2.65641 -3.01683 -0.04165
299 S 1.89868 -4.23473 0.54867
300 O 1.01763 -3.83970 1.60496
301 O 2.71025 -5.43552 0.75970
302 F 0.90104 -4.82108 -0.52714
303 S 3.53258 -3.10558 -1.38289
304 O 4.11565 -4.39765 -1.58382
305 O 4.26407 -1.84899 -1.38997
306 F 2.56154 -2.82798 -2.65824
307 N -1.88646 3.56605 -4.14585
308 O -0.61977 3.65089 -4.03126
309 O -2.36209 3.62984 -5.31677
310 O -2.62601 3.34501 -3.14896